# C38H41Br3CaClF4I2N4O8S2V

A structure of composition C38H41Br3CaClF4I2N4O8S2V (ωB97M-V/def2-TZVPD, the OMol25 dataset).

Summary:
- E_LUMO: -4.9 eV
- E_HOMO: -6.6 eV
- HOMO-LUMO gap: 1.636 eV
- E_tot: -13886.402838 Eh

```
105
Properties=species:S:1:pos:R:3:forces:R:3:lowdin_charge:R:1
C 7.435 1.560 -4.680 -2.58 -6.48 6.71 -0.12
C 6.774 0.626 -3.859 4.47 4.37 -2.64 -0.22
C 6.082 -0.524 -2.861 0.30 -1.38 0.31 -0.17
C 6.813 -1.994 -2.803 -3.92 1.12 2.75 -0.04
C 6.101 -3.109 -1.783 -1.15 3.61 -1.21 -0.13
C 4.723 -2.764 -0.899 1.35 1.40 -1.56 -0.05
C 4.153 -4.023 0.007 -1.28 0.86 -1.06 -0.18
C 4.458 -5.511 -0.671 -1.19 -0.01 0.77 -0.17
C 3.125 -6.446 -0.291 0.27 -2.83 5.78 -0.27
O 3.119 -6.922 0.979 -0.25 3.21 -8.13 -0.03
N 2.023 -6.801 -1.264 0.96 2.82 1.75 0.03
C 0.697 -6.162 -0.917 -5.33 2.24 0.37 -0.17
C -0.248 -5.619 -2.184 -1.85 0.65 3.30 -0.03
C -1.751 -4.942 -1.922 1.57 -1.16 3.43 -0.06
C -2.409 -4.767 -0.403 4.80 -2.19 -0.83 -0.06
C -1.444 -5.299 0.854 0.53 -0.05 -4.31 -0.04
C 0.057 -5.978 0.581 -1.89 0.95 -2.24 -0.03
C 3.988 -1.261 -0.941 3.83 -1.53 -2.46 -0.06
C 4.740 -0.194 -1.988 0.28 -1.78 0.35 -0.29
S 3.989 1.548 -2.221 -1.58 -3.25 0.45 0.78
C 2.143 1.174 -1.893 -1.93 -1.73 0.79 -0.34
C 1.057 2.108 -2.683 -2.17 -2.79 0.75 -0.49
S 1.674 3.493 -3.836 -0.39 -2.00 0.27 0.62
C -0.561 1.859 -2.534 3.62 -3.01 2.74 0.01
C -1.011 0.610 -1.538 2.25 1.23 -0.53 -0.07
C -2.639 0.260 -1.378 1.10 -0.17 -0.27 -0.13
C -3.617 1.481 -1.868 -0.34 -1.06 -0.26 -0.34
O -3.336 2.656 -1.020 -1.06 0.61 -1.71 -0.13
C -5.197 1.026 -1.716 -0.09 0.64 0.22 -0.23
N -5.636 -0.035 -2.711 0.27 -0.17 1.24 -0.05
C 0.105 -0.330 -0.719 1.03 2.33 -2.08 -0.35
Cl -0.651 -1.694 0.315 1.58 2.32 -1.84 0.53
C 1.755 -0.081 -0.857 -3.62 2.43 -2.15 -0.13
N 2.764 -0.923 -0.110 1.44 2.23 -0.81 -0.14
C 3.125 -0.341 1.246 -1.10 -3.15 3.88 -0.60
I 4.071 1.662 1.531 -0.34 -1.28 -0.32 0.88
C 2.849 -1.043 2.564 1.44 3.25 -2.56 -0.60
C 3.279 -0.342 4.021 0.20 -1.59 0.02 -0.20
I 1.882 -2.997 2.693 0.71 1.51 0.66 1.12
H 8.241 2.208 -5.271 -2.47 -1.77 1.59 0.09
H 7.791 -2.245 -3.411 -2.29 0.69 1.35 0.10
H 6.651 -4.160 -1.735 -1.20 2.38 0.36 0.03
H 2.964 -3.918 -0.025 2.55 -0.05 0.28 0.09
H 4.485 -3.946 1.131 -0.55 -0.34 -2.31 0.11
H 4.439 -5.406 -1.836 -0.41 0.20 2.95 -0.12
H 5.457 -5.984 -0.246 -2.18 0.75 -1.11 0.14
H 2.252 -6.480 -2.237 -0.24 -0.31 1.28 0.07
H 0.083 -5.681 -3.314 -0.51 0.02 2.61 0.07
H -2.446 -4.574 -2.810 1.96 -0.97 1.86 0.08
H -3.494 -4.312 -0.232 2.39 -0.91 -0.13 0.05
H -1.921 -5.190 1.930 1.48 -0.41 -2.36 0.10
H 0.633 -6.349 1.530 -1.10 0.73 -2.19 0.08
H 1.935 2.822 -5.074 -0.47 0.24 1.90 -0.08
H -1.343 2.501 -3.122 1.92 -1.40 1.35 0.10
H -2.904 -0.019 -0.272 0.69 0.67 -2.02 0.11
H -2.784 -0.744 -2.007 0.08 2.30 1.24 0.14
H -3.413 1.782 -2.984 -0.42 -0.82 2.02 0.15
H -3.684 3.472 -1.517 0.68 -1.98 0.96 0.13
H -5.445 0.637 -0.623 0.83 1.22 -1.92 0.12
H -5.848 1.999 -1.948 1.38 -2.02 0.72 0.13
H -6.476 -0.506 -2.257 1.70 0.48 -1.04 0.09
H -4.871 -0.740 -2.886 -1.34 0.90 0.59 0.06
H 2.902 -1.019 4.916 0.65 1.14 -2.09 0.08
H 4.468 -0.326 4.097 -2.51 0.03 -0.38 0.08
H 2.807 0.717 4.175 0.36 -0.97 -0.56 0.02
N -2.973 4.343 1.805 0.75 1.13 -0.58 0.10
C -3.397 3.654 2.912 0.15 -0.32 0.22 -0.03
C -2.961 4.333 4.027 0.79 0.26 0.27 -0.04
C -2.254 5.474 3.578 -0.93 -0.55 3.35 -0.02
C -2.280 5.457 2.201 -0.61 -0.80 -3.00 0.01
H -3.146 4.071 0.845 0.13 -0.21 0.13 0.13
H -3.969 2.742 2.811 -0.04 0.10 0.02 0.14
H -3.133 4.039 5.055 0.11 0.04 -0.22 0.12
H -1.779 6.228 4.192 -0.46 0.10 -0.23 0.11
H -1.865 6.139 1.472 -0.05 -0.02 0.35 0.14
Ca 5.324 -5.692 -3.570 0.57 0.25 -1.11 1.00
C 5.376 0.876 -7.930 -0.57 0.42 -0.21 -1.56
Br 3.585 0.674 -8.663 0.37 -0.05 0.05 0.56
Br 5.337 1.314 -6.035 -1.13 -0.11 -2.37 0.74
Br 6.485 -0.681 -8.291 -0.23 0.30 0.16 0.54
H 5.838 1.725 -8.445 -0.18 -0.42 0.21 -0.02
C -6.281 4.892 3.789 -0.02 0.45 -0.46 -0.02
C -7.640 4.695 4.431 1.10 0.47 -0.22 -0.34
C -7.581 3.922 5.713 0.44 0.10 0.82 -0.12
O -8.861 3.322 5.773 -0.46 -0.22 -0.95 0.06
C -9.260 3.162 4.469 -2.44 -1.82 -0.58 -0.50
O -10.206 2.467 4.125 2.37 1.84 0.83 0.13
O -8.473 3.879 3.623 -0.70 -0.50 0.40 0.09
H -5.508 5.110 4.535 -0.26 -0.05 -0.10 0.08
H -5.980 4.014 3.207 -0.19 -0.02 0.31 0.08
H -6.316 5.736 3.090 0.09 -0.14 0.11 0.09
H -8.138 5.660 4.574 -0.02 -0.09 0.07 0.16
H -7.417 4.567 6.581 -0.15 -0.16 -0.08 0.14
H -6.823 3.127 5.712 -0.01 0.18 -0.16 0.15
F 1.894 2.334 4.306 0.38 -0.45 -0.25 -0.67
F -0.506 6.837 3.132 0.48 -0.16 -0.43 -0.41
F 1.594 -3.588 5.269 0.14 0.18 -0.87 -0.72
O 7.956 1.612 0.960 0.87 -0.38 0.15 0.29
H 8.581 1.662 1.727 -0.47 -0.07 -0.46 0.20
H 7.026 1.814 1.237 -0.98 -0.15 0.05 0.07
H 8.014 0.736 0.501 -0.25 0.48 0.25 0.20
F 1.594 0.295 -3.967 0.22 0.31 0.16 -0.50
O -5.041 -3.271 0.872 -0.76 2.41 1.08 -0.69
V -5.606 -1.817 1.680 -0.16 0.38 0.47 0.92
O -6.170 -0.363 2.488 1.23 -2.67 -1.73 -0.70
```
Forces are in eV/Å.

# C3H5NOS

A cluster of 2 separate species, C3H5NOS in total (ωB97M-V/def2-TZVPD, the OMol25 dataset).

Summary:
- E_LUMO (alpha / beta): -0.3 / -2.6 eV
- Relative energy (zero: lowest compared OMol25 entry of this formula, charge and spin): 116.8 kcal per mole
- E_HOMO (alpha / beta): -10.1 / -8.8 eV
- HOMO-LUMO gap (alpha / beta): 9.788 / 6.157 eV
- E_tot: -645.325600 Eh

```
11
Properties=species:S:1:pos:R:3:forces:R:3:nbo_charge:R:1
C -1.001 1.029 0.836 -0.41 -0.97 1.01 0.65
C 0.328 -1.076 1.051 -0.74 0.37 0.68 -0.01
C -0.732 -0.469 0.555 0.97 -1.02 -0.32 -0.44
N -1.098 1.750 -0.270 -0.90 3.00 -1.75 -0.81
O -1.160 1.531 1.933 0.33 -0.72 -0.18 -0.59
S 2.426 -3.451 0.519 0.85 0.42 1.80 -0.16
H 0.883 -1.988 1.343 -0.51 0.75 -0.53 0.19
H 2.958 -3.043 1.805 -0.79 -0.57 -1.92 0.13
H -1.349 -1.034 -0.208 0.34 0.89 0.82 0.23
H -1.108 1.424 -1.219 0.22 -0.63 0.11 0.40
H -1.442 2.737 -0.196 0.65 -1.52 0.28 0.41
```
Forces are in eV/Å.